## P
DFT (ωB97M-V/def2-TZVPD) results for a 2-piece molecular cluster, C5H10NOS overall.

## Properties
LUMO energy   -4.4 eV
HOMO-LUMO gap   9.338 eV
Net charge   +1

Each line ends with the Löwdin charge.
CARTESIAN COORDINATES (ANGSTROEM)
C (-1.432, 0.238, -0.292)  -0.152
C (2.636, 1.894, 0.266)  -0.022
C (-2.430, 0.912, 0.669)  -0.334
C (-0.399, -0.273, 1.908)  -0.365
C (0.259, -1.611, -0.087)  0.018
N (-0.188, -0.232, 0.461)  -0.233
O (1.735, 1.445, -0.412)  -0.026
S (-1.809, 0.376, 2.335)  1.058
H (-1.904, -0.673, -0.712)  0.141
H (-0.997, 1.000, -0.895)  0.120
H (2.537, 2.746, 0.879)  0.084
H (3.661, 1.605, 0.019)  0.104
H (-2.144, 1.986, 0.564)  0.100
H (-3.493, 0.745, 0.557)  0.090
H (-0.495, -2.454, 0.350)  0.162
H (0.233, -1.647, -1.183)  0.106
H (1.215, -1.896, 0.318)  0.087
H (0.531, 0.440, 0.283)  0.060

## Q
DFT (ωB97M-V/def2-TZVPD) results for an isolated ion of composition C5H10NOS and charge +1.

## Properties
LUMO energy   -4.5 eV
HOMO-LUMO gap   8.769 eV
Net charge   +1

Each line ends with the Löwdin charge.
CARTESIAN COORDINATES (ANGSTROEM)
C (0.758, -0.114, -0.352)  -0.416
C (0.884, 0.709, -1.358)  -0.137
C (-0.139, -0.907, 1.986)  -0.251
C (-1.362, -1.476, 1.164)  -0.573
C (2.015, 1.696, -1.586)  -0.025
N (-1.465, -0.452, 0.094)  0.052
O (-1.311, -2.728, 0.762)  0.010
S (1.165, -1.230, 0.694)  1.124
H (-0.028, 0.955, -2.011)  0.161
H (-0.173, 0.163, 2.249)  0.110
H (0.180, -1.522, 2.838)  0.096
H (-2.260, -1.327, 1.897)  0.182
H (1.456, 2.566, -1.715)  0.074
H (2.563, 1.179, -2.355)  0.104
H (2.629, 1.907, -0.809)  0.053
H (-1.934, 0.374, 0.496)  0.138
H (-1.686, -0.799, -0.834)  0.116
H (-1.895, -2.973, -0.032)  0.182

List of relative energies, unit hartree: P 0.0126; Q 0.0000

## P
DFT (ωB97M-V/def2-TZVPD) results for a 7-piece molecular cluster, H13O6S overall.

## Properties
LUMO energy   3.4 eV
HOMO-LUMO gap   7.943 eV
Net charge   -1

Each line ends with the Löwdin charge.
CARTESIAN COORDINATES (ANGSTROEM)
S (2.320, 0.675, 0.182)  0.100
H (3.146, 0.109, 1.080)  -0.369
H (0.456, 1.959, -0.355)  -0.099
H (-1.082, 2.004, -0.584)  -0.020
O (-0.241, 2.093, -1.019)  -0.113
H (-1.125, -2.613, -0.731)  -0.018
H (-1.579, -2.401, -2.159)  0.013
O (-1.915, -2.488, -1.267)  -0.080
H (-2.557, 0.579, 0.212)  0.041
H (-1.413, 0.472, 1.210)  0.030
O (-2.137, 1.036, 0.945)  -0.049
H (0.977, -2.015, 0.949)  0.025
H (0.902, -1.205, -0.185)  -0.091
O (0.553, -2.086, 0.084)  -0.132
H (-0.338, -0.286, -2.290)  0.012
H (1.178, -0.351, -2.208)  -0.030
O (0.434, -0.659, -2.727)  -0.082
H (1.256, 1.975, 3.515)  0.005
H (0.726, 1.328, 2.297)  -0.051
O (0.439, 1.872, 3.050)  -0.092

## Q
DFT (ωB97M-V/def2-TZVPD) results for a 7-piece molecular cluster, H13O6S overall.

## Properties
LUMO energy   3.1 eV
HOMO-LUMO gap   7.484 eV
Net charge   -1

Each line ends with the Löwdin charge.
CARTESIAN COORDINATES (ANGSTROEM)
S (-2.164, -0.584, 1.188)  0.034
H (-1.965, 0.635, 0.655)  -0.391
H (1.119, 0.562, -1.474)  -0.014
H (0.818, 1.923, -1.701)  0.031
O (1.081, 1.161, -2.240)  -0.081
H (-0.061, -0.777, 3.523)  -0.001
H (1.269, -0.648, 2.847)  0.008
O (0.824, -1.163, 3.527)  -0.082
H (-0.968, -3.053, -0.495)  0.005
H (-1.738, -2.995, 0.795)  -0.067
O (-1.151, -3.582, 0.288)  -0.125
H (-0.286, -0.457, -0.041)  -0.093
H (0.821, -1.481, 0.252)  0.034
O (0.561, -0.826, -0.403)  -0.138
H (-0.098, 2.082, 0.984)  0.011
H (0.404, 1.085, 1.902)  -0.014
O (0.597, 2.006, 1.649)  -0.084
H (1.749, 2.511, -4.194)  0.011
H (2.816, 3.510, -4.549)  0.026
O (1.919, 3.258, -4.787)  -0.071

List of relative energies, unit hartree: P 0.0000; Q 0.0109

## P
DFT (ωB97M-V/def2-TZVPD) results for an isolated ion of composition C2H5N2S and charge +1.

## Properties
LUMO energy   -4.0 eV
HOMO-LUMO gap   10.023 eV
Structure (SMILES)   [H]/N=C1\S[C@H]1[NH3+]
Net charge   +1

Each line ends with the Löwdin charge.
CARTESIAN COORDINATES (ANGSTROEM)
C (-1.087, -0.185, 0.520)  -0.557
C (0.396, -0.288, 0.490)  -0.511
N (-2.037, 0.592, 0.448)  0.186
N (1.236, 0.304, -0.665)  0.228
S (-0.399, -1.880, 0.123)  0.929
H (0.741, -0.246, 1.531)  0.130
H (-2.994, 0.358, 0.243)  0.096
H (0.876, -0.168, -1.451)  0.119
H (2.234, 0.170, -0.511)  0.175
H (1.035, 1.344, -0.729)  0.206

## Q
DFT (ωB97M-V/def2-TZVPD) results for an isolated ion of composition C2H5N2S and charge +1.

## Properties
LUMO energy   -4.0 eV
HOMO-LUMO gap   9.829 eV
Structure (SMILES)   C1=[NH+]CSN1
Net charge   +1

Each line ends with the Löwdin charge.
CARTESIAN COORDINATES (ANGSTROEM)
C (0.435, 1.016, -0.005)  -0.225
C (-0.165, -1.269, -0.146)  -0.306
N (-0.805, 1.201, -0.104)  -0.207
N (0.848, -0.200, -0.043)  0.024
S (-1.719, -0.245, 0.007)  1.016
H (1.226, 1.740, 0.056)  0.180
H (-0.146, -1.920, -0.981)  0.083
H (-0.059, -1.844, 0.807)  0.110
H (-1.185, 2.135, -0.126)  0.152
H (1.568, -0.615, 0.536)  0.173

## R
DFT (ωB97M-V/def2-TZVPD) results for an isolated ion of composition C2H5N2S and charge +1.

## Properties
LUMO energy   -4.9 eV
HOMO-LUMO gap   9.457 eV
Net charge   +1

Each line ends with the Löwdin charge.
CARTESIAN COORDINATES (ANGSTROEM)
C (-1.974, 0.361, 0.015)  -0.359
C (0.894, -0.773, 0.029)  -0.486
N (1.691, 0.201, 0.115)  0.180
N (-3.196, 0.275, -0.014)  0.121
S (-0.755, -1.228, -0.063)  1.000
H (-1.275, 1.179, 0.063)  0.066
H (1.383, -1.715, -0.167)  0.087
H (1.567, 1.175, 0.069)  0.136
H (2.659, 0.026, 0.048)  0.137
H (-3.831, -0.530, 0.155)  0.119

List of relative energies, unit hartree: P 0.0396; Q 0.0000; R 0.0315

## P
DFT (ωB97M-V/def2-TZVPD) results for one molecule with the formula C2H7NO3.

## Properties
LUMO energy   0.8 eV
HOMO-LUMO gap   10.738 eV
Structure (SMILES)   CC(O)(O)ON
Net charge   0

Each line ends with the Löwdin charge.
CARTESIAN COORDINATES (ANGSTROEM)
C (0.347, 0.347, 0.183)  -0.714
C (0.962, -0.929, -0.389)  0.022
N (-1.963, -0.298, 0.136)  0.050
O (-0.856, 0.109, 0.906)  -0.132
O (0.093, 1.213, -0.877)  0.042
O (1.188, 0.923, 1.116)  0.066
H (0.016, 2.115, -0.542)  0.119
H (0.663, 1.150, 1.892)  0.115
H (-1.979, 0.285, -0.703)  0.083
H (-1.813, -1.262, -0.153)  0.080
H (0.979, -1.694, 0.381)  0.094
H (1.974, -0.696, -0.701)  0.092
H (0.389, -1.263, -1.250)  0.083

## Q
DFT (ωB97M-V/def2-TZVPD) results for a 2-piece molecular cluster, C2H7NO3 overall.

## Properties
LUMO energy   0.7 eV
HOMO-LUMO gap   10.470 eV
Structure (SMILES)   NCC(=O)O.O
Net charge   0

Each line ends with the Löwdin charge.
CARTESIAN COORDINATES (ANGSTROEM)
O (0.842, 0.140, -1.536)  0.079
C (1.282, -0.011, -0.395)  -0.478
O (2.456, 0.495, 0.065)  0.099
C (0.384, -0.523, 0.693)  -0.201
N (-0.784, -1.292, 0.227)  -0.029
H (2.920, 1.055, -0.571)  0.126
H (-0.101, 0.228, 1.339)  0.109
H (0.808, -1.278, 1.463)  0.149
H (-0.626, -2.291, 0.073)  0.068
H (-0.959, -0.968, -0.738)  0.061
H (-1.809, 1.400, 0.519)  0.031
H (-2.633, 1.412, -0.725)  0.017
O (-1.780, 1.633, -0.415)  -0.031

## R
DFT (ωB97M-V/def2-TZVPD) results for a 2-piece molecular cluster, C2H7NO3 overall.

## Properties
LUMO energy   0.4 eV
HOMO-LUMO gap   10.212 eV
Structure (SMILES)   O=CNCO.O
Net charge   0

Each line ends with the Löwdin charge.
CARTESIAN COORDINATES (ANGSTROEM)
O (-1.753, -1.891, 0.852)  0.034
C (-1.939, -0.720, 1.069)  -0.362
N (-1.125, 0.321, 0.668)  0.044
C (0.309, 0.252, 0.862)  -0.273
O (0.885, 1.343, 0.169)  -0.062
H (-2.919, -0.328, 1.391)  0.125
H (-1.584, 1.178, 0.953)  0.125
H (0.752, 0.311, 1.865)  0.127
H (0.675, -0.718, 0.489)  0.126
H (1.208, 0.998, -0.678)  0.035
H (1.458, -0.915, -2.428)  0.073
H (2.395, 0.125, -2.920)  0.073
O (1.639, 0.045, -2.290)  -0.065

## S
DFT (ωB97M-V/def2-TZVPD) results for C2H7NO3 as an isolated structure.

## Properties
LUMO energy   -0.9 eV
HOMO-LUMO gap   7.866 eV
Net charge   0

Each line ends with the Löwdin charge.
CARTESIAN COORDINATES (ANGSTROEM)
C (-2.197, 0.256, 0.499)  -0.141
O (-1.027, -0.126, -0.170)  -0.166
H (0.579, -1.080, -0.986)  0.135
H (-2.887, -0.599, 0.445)  0.102
H (-2.029, 0.472, 1.562)  0.085
H (-2.689, 1.110, 0.016)  0.080
C (1.530, -0.556, -0.601)  -0.590
N (0.454, 0.849, -0.149)  0.213
O (1.941, -1.238, 0.551)  0.004
O (2.372, -0.209, -1.456)  -0.074
H (2.898, -1.360, 0.452)  0.101
H (0.254, 1.441, -0.946)  0.129
H (0.800, 1.041, 0.784)  0.122

List of relative energies, unit hartree: P 0.0401; Q 0.0000; R 0.0040; S 0.1740

## P
DFT (ωB97M-V/def2-TZVPD) results for a 2-piece molecular cluster, C6H15NS overall.

## Properties
LUMO energy   -1.1 eV
HOMO-LUMO gap   7.875 eV
Net charge   0

Each line ends with the Löwdin charge.
CARTESIAN COORDINATES (ANGSTROEM)
C (1.254, 0.429, 0.673)  -0.235
N (0.152, -0.273, -0.047)  -0.058
C (-1.315, 0.129, 0.247)  -0.479
C (-2.247, -1.004, -0.107)  -0.548
S (-3.970, -0.273, 0.041)  0.596
C (-1.609, 1.468, -0.525)  -0.100
C (2.588, -0.331, 0.433)  -0.251
C (2.876, -0.546, -1.047)  -0.120
H (1.012, 0.599, 1.727)  0.107
H (1.324, 1.392, 0.136)  0.109
H (0.183, -1.253, 0.204)  0.090
H (-1.574, 0.187, 1.319)  0.067
H (-2.338, -1.790, 0.604)  0.040
H (-2.218, -1.393, -1.111)  0.072
H (-3.418, 0.166, 1.989)  0.155
H (-1.838, 1.283, -1.585)  0.081
H (-0.878, 2.269, -0.448)  0.064
H (-2.562, 1.794, -0.078)  0.014
H (3.437, 0.262, 0.824)  0.103
H (2.483, -1.254, 1.046)  0.108
H (1.908, -0.702, -1.499)  0.049
H (3.392, -1.467, -1.276)  0.063
H (3.358, 0.308, -1.519)  0.074

## Q
DFT (ωB97M-V/def2-TZVPD) results for one molecule with the formula C6H15NS.

## Properties
LUMO energy   0.9 eV
HOMO-LUMO gap   9.458 eV
Structure (SMILES)   CCCN[C@H](C)CS
Net charge   0

Each line ends with the Löwdin charge.
CARTESIAN COORDINATES (ANGSTROEM)
C (0.014, -1.260, 0.169)  -0.231
N (0.511, 0.103, 0.233)  -0.074
C (-0.138, 1.105, -0.602)  -0.449
C (0.324, 2.619, -0.148)  -0.501
S (-0.407, 4.013, -1.058)  0.713
C (0.253, 0.981, -2.016)  -0.131
C (-0.777, -1.702, 1.482)  -0.207
C (-0.192, -3.014, 2.083)  -0.124
H (-0.652, -1.404, -0.676)  0.105
H (0.836, -1.865, -0.066)  0.084
H (1.501, 0.179, 0.022)  0.111
H (-1.262, 1.051, -0.433)  0.154
H (0.308, 2.737, 0.894)  0.045
H (1.389, 2.609, -0.213)  0.052
H (0.042, 4.029, -2.265)  -0.197
H (0.953, 1.588, -2.543)  0.051
H (0.684, -0.031, -2.459)  0.119
H (-0.768, 1.084, -2.495)  0.094
H (-1.744, -1.927, 1.215)  0.049
H (-0.663, -0.763, 2.172)  0.133
H (0.811, -3.267, 1.646)  0.070
H (-0.109, -2.943, 3.147)  0.038
H (-0.915, -3.919, 1.911)  0.096

List of relative energies, unit hartree: P 0.0490; Q 0.0000

## P
DFT (ωB97M-V/def2-TZVPD) results for one molecule with the formula CH2O2S.

## Properties
LUMO energy   0.4 eV
HOMO-LUMO gap   10.800 eV
Structure (SMILES)   O=C(O)S
Net charge   0

Each line ends with the Löwdin charge.
CARTESIAN COORDINATES (ANGSTROEM)
C (0.458, 0.215, -0.016)  -0.968
H (0.519, -1.700, 0.236)  0.107
H (-1.742, 1.243, 0.052)  -0.082
O (1.086, -0.969, -0.113)  0.026
O (0.960, 1.261, -0.074)  0.088
S (-1.282, -0.050, -0.085)  0.829

## Q
DFT (ωB97M-V/def2-TZVPD) results for CH2O2S as an isolated structure.

## Properties
LUMO energy   0.4 eV
HOMO-LUMO gap   9.400 eV
Net charge   0

Each line ends with the Löwdin charge.
CARTESIAN COORDINATES (ANGSTROEM)
C (1.123, 0.074, -0.624)  -0.273
O (1.878, -0.377, -1.388)  0.063
O (-1.486, 0.324, 0.792)  -0.575
S (-1.034, -0.640, -0.474)  0.694
H (1.137, 0.851, 0.127)  0.073
H (-1.619, -0.233, 1.567)  0.017

List of relative energies, unit hartree: P 0.0000; Q 0.0768